18
Properties=species:S:1:pos:R:3:lowdin_charge:R:1 method="wB97M-V/def2-TZVPD" smiles="NCCC=O.O.O" relative_energy_kcal_mol=37.1 homo_ev=-9.30 orbital_gap_ev=9.99 e_lumo_ha=0.0256
N 2.646 0.975 -0.151 -0.01
C 1.888 0.550 1.040 -0.30
C 0.371 0.521 0.807 -0.16
C -0.424 0.147 2.079 -0.24
O -1.617 0.013 1.938 0.03
H 2.555 1.943 -0.418 0.06
H 2.283 0.411 -0.913 0.06
H 2.193 -0.417 1.445 0.11
H 2.094 1.361 1.750 0.11
H 0.041 -0.268 0.101 0.12
H 0.059 1.486 0.415 0.12
H 0.132 0.028 3.025 0.13
O -2.869 -0.621 -1.306 -0.05
H -2.776 -0.340 -0.385 0.04
H -3.821 -0.562 -1.425 0.05
O -0.678 -1.572 -2.939 -0.08
H -1.409 -1.174 -2.446 -0.02
H -0.667 -2.482 -2.616 0.03

19
Properties=species:S:1:pos:R:3:lowdin_charge:R:1 method="wB97M-V/def2-TZVPD" relative_energy_kcal_mol=29.7 homo_ev=0.22 total_charge=-2 orbital_gap_ev=5.77 e_lumo_ha=0.2200
C 1.337 1.144 -1.448 -0.34
C 0.798 0.056 -2.434 -0.80
S 1.853 -0.337 -3.881 -0.05
N 0.347 1.673 -0.506 -0.08
C 0.179 0.812 0.675 -0.37
O -0.623 -0.322 0.313 -0.21
H 2.259 0.759 -0.905 0.12
H 1.641 1.933 -2.009 0.02
H -0.209 0.465 -2.789 0.04
H 0.433 -0.745 -1.832 0.01
H -0.571 1.908 -0.825 0.08
H -0.371 1.441 1.409 0.08
H 1.078 0.518 1.268 0.11
H -1.825 -1.864 2.511 -0.01
H -2.689 -0.600 2.499 -0.08
O -2.770 -1.454 2.744 -0.16
H -0.440 -0.970 1.261 0.01
H -0.097 -2.559 1.702 -0.07
O -0.328 -1.857 2.249 -0.30

19
Properties=species:S:1:pos:R:3:lowdin_charge:R:1 method="wB97M-V/def2-TZVPD" relative_energy_kcal_mol=47.2 homo_ev=-0.27 total_charge=-2 orbital_gap_ev=6.04 e_lumo_ha=0.2123
C 0.642 0.409 0.206 -0.25
O 0.836 -0.220 -1.107 -0.17
C 0.016 -0.565 1.237 -0.55
C 0.728 -0.197 2.534 -0.76
S 0.689 1.564 2.985 0.11
N -1.334 -0.287 1.476 -0.06
H 1.793 0.515 0.374 0.13
H -0.043 1.199 0.162 0.07
H 0.262 -1.613 1.035 0.13
H 1.715 -0.528 2.554 0.00
H 0.211 -0.775 3.362 0.04
H -1.487 0.503 2.263 0.07
H -1.910 -1.195 1.600 0.08
H -0.024 -2.114 -5.226 -0.14
H -0.778 -0.885 -4.433 -0.05
O -0.855 -1.813 -5.154 -0.28
H -1.785 0.072 -3.116 -0.09
H 0.042 -0.199 -1.730 0.06
O -0.981 0.048 -3.589 -0.35

19
Properties=species:S:1:pos:R:3:lowdin_charge:R:1 method="wB97M-V/def2-TZVPD" smiles="N[C@H](C=O)CS.O.O" relative_energy_kcal_mol=69.9 homo_ev=-9.22 orbital_gap_ev=9.69 e_lumo_ha=0.0172
N -1.038 -1.109 1.303 0.02
C -0.214 -0.737 0.131 -0.41
C 1.068 -0.099 0.739 -0.19
O 2.173 -0.170 0.280 0.07
C -1.075 0.261 -0.579 -0.51
S -2.718 -0.468 -0.955 0.77
H -1.171 -0.442 1.977 0.05
H -0.913 -2.003 1.640 0.06
H -0.075 -1.687 -0.377 0.14
H 0.842 0.236 1.747 0.12
H -1.168 1.317 -0.191 0.08
H -0.478 0.676 -1.431 0.10
H -3.243 -0.976 0.018 -0.25
O 1.757 -1.359 -2.154 -0.03
H 1.772 -2.339 -2.062 0.07
H 1.914 -1.014 -1.330 -0.08
O 1.054 3.271 0.663 -0.02
H 0.173 3.140 0.814 -0.03
H 1.340 3.501 -0.234 0.06

19
Properties=species:S:1:pos:R:3:lowdin_charge:R:1 method="wB97M-V/def2-TZVPD" relative_energy_kcal_mol=183.6 spin_multiplicity=2 homo_ev="-15.22 / -15.19" s2=1.7632 total_charge=+1 orbital_gap_ev="5.54 / 7.22" e_lumo_ha="-0.3558 / -0.2928"
O 1.213 -2.188 0.685 0.14
C 0.333 -2.097 -0.284 -0.49
O -0.828 -2.889 0.030 -0.01
C -0.033 -0.593 -0.466 -0.29
C -1.120 -0.284 -1.477 -0.01
N -0.494 -0.179 0.902 0.37
H -1.073 -2.732 1.018 0.15
H 0.944 -0.052 -0.719 0.22
H -2.065 -0.585 -1.048 0.09
H -1.044 0.779 -1.547 0.05
H -0.740 -0.781 -2.556 0.19
H 0.216 -0.531 1.533 0.14
H -0.191 0.791 0.991 0.09
H 0.740 -2.508 -1.297 0.22
H 2.073 3.320 1.883 0.10
O 2.013 2.401 1.431 -0.11
H -0.830 3.203 0.165 0.08
H 1.198 2.525 0.778 0.02
O -0.314 2.402 -0.023 0.03

21
Properties=species:S:1:pos:R:3:lowdin_charge:R:1 method="wB97M-V/def2-TZVPD" smiles="N[C@@H](CSS)C(=O)O.O.O" relative_energy_kcal_mol=65.9 homo_ev=-8.52 orbital_gap_ev=8.96 e_lumo_ha=0.0160
N 0.882 0.316 -0.888 0.02
C -0.525 0.055 -0.598 -0.39
C -0.824 -0.304 0.858 -0.55
S -1.347 -2.012 1.097 0.43
S 0.370 -3.098 1.246 0.31
C -1.269 1.400 -1.001 -0.40
O -1.278 2.469 -0.380 0.05
O -2.030 1.063 -2.099 0.04
H 1.440 0.877 -0.187 0.10
H 1.414 -0.580 -0.851 0.06
H -0.763 -0.591 -1.531 0.16
H -1.618 0.364 1.258 0.08
H -0.023 0.254 1.485 0.11
H 0.777 -2.505 2.433 -0.15
H -2.591 1.719 -2.710 0.20
O 2.584 -2.645 -1.001 0.06
H 2.116 -2.742 -1.651 -0.11
H 2.944 -3.387 -0.610 0.02
O 0.095 2.729 1.793 -0.13
H 0.277 3.663 2.174 0.08
H -0.629 2.956 1.162 0.00

20
Properties=species:S:1:pos:R:3:lowdin_charge:R:1 method="wB97M-V/def2-TZVPD" smiles="O=C(O)NCCO.O.O" relative_energy_kcal_mol=11.3 homo_ev=-10.12 orbital_gap_ev=10.59 e_lumo_ha=0.0176
O 2.214 -1.487 0.328 0.05
C 1.064 -1.203 0.000 -0.56
O 0.134 -2.159 -0.028 0.11
N 0.717 0.118 -0.274 0.09
C -0.530 0.520 -0.942 -0.15
C -1.260 1.535 -0.048 -0.20
O -1.551 0.949 1.217 -0.05
H -0.830 -1.896 0.043 0.06
H 1.498 0.709 -0.302 0.09
H -1.193 -0.365 -1.185 0.13
H -0.304 0.947 -1.922 0.12
H -0.606 2.463 0.089 0.14
H -2.252 1.800 -0.476 0.13
H -0.798 0.695 1.615 0.03
O 3.576 0.788 -0.116 -0.05
H 3.326 -0.128 0.211 0.03
H 4.290 0.685 -0.646 -0.03
O -2.421 -1.457 0.439 -0.07
H -2.837 -1.963 1.158 0.08
H -2.238 -0.553 0.838 0.04

17
Properties=species:S:1:pos:R:3:lowdin_charge:R:1 method="wB97M-V/def2-TZVPD" smiles=NCCCS.O relative_energy_kcal_mol=39.2 homo_ev=-9.10 orbital_gap_ev=9.86 e_lumo_ha=0.0280
N -0.396 -1.514 0.678 -0.02
C 0.697 -1.218 -0.233 -0.31
C 1.179 0.196 -0.193 -0.33
C 0.926 0.987 -1.503 -0.60
S 0.805 2.810 -1.309 0.67
H -0.925 -2.388 0.456 0.09
H -0.013 -1.824 1.523 0.04
H 1.677 -1.810 0.227 0.15
H 0.514 -1.417 -1.311 0.11
H 0.713 0.893 0.437 0.05
H 2.213 0.410 0.121 0.11
H -0.090 0.586 -1.975 0.11
H 1.782 0.696 -2.189 0.08
H 2.029 2.997 -0.796 -0.15
O -3.947 0.232 2.329 -0.09
H -3.946 0.814 1.574 0.01
H -3.218 -0.451 2.165 0.06

17
Properties=species:S:1:pos:R:3:lowdin_charge:R:1 method="wB97M-V/def2-TZVPD" smiles=CSC.NCO relative_energy_kcal_mol=35.3 homo_ev=-8.33 orbital_gap_ev=9.18 e_lumo_ha=0.0312
C 2.588 -0.018 -1.449 -0.41
S 2.670 0.611 0.276 0.71
C 1.775 -0.788 1.016 -0.45
H 3.381 -0.708 -1.523 0.01
H 1.627 -0.401 -1.669 0.01
H 2.716 0.814 -2.140 0.03
H 0.817 -0.636 1.553 0.02
H 2.518 -0.942 1.871 0.03
H 1.597 -1.650 0.376 0.03
N -2.162 -0.561 0.677 0.01
C -2.046 0.790 -0.038 -0.23
O -3.383 1.285 -0.506 -0.11
H -2.502 -1.325 0.127 0.05
H -2.673 -0.419 1.534 0.05
H -1.494 0.730 -0.939 0.09
H -1.539 1.392 0.730 0.11
H -3.890 1.827 0.105 0.06

18
Properties=species:S:1:pos:R:3:lowdin_charge:R:1 method="wB97M-V/def2-TZVPD" smiles=CSSCCN.O relative_energy_kcal_mol=14.5 homo_ev=-8.25 orbital_gap_ev=9.01 e_lumo_ha=0.0279
C 2.722 -2.030 1.501 -0.47
S 3.036 -0.329 2.066 0.42
S 2.569 0.828 0.398 0.47
C 0.893 0.214 0.013 -0.55
C 0.199 1.200 -0.949 -0.35
N -0.188 0.574 -2.219 -0.02
H 3.101 -2.621 2.330 0.02
H 1.646 -2.180 1.636 0.02
H 2.968 -2.252 0.472 0.04
H 0.356 0.095 0.953 0.07
H 0.999 -0.722 -0.533 0.06
H 0.940 1.988 -1.116 0.07
H -0.716 1.633 -0.550 0.11
H -0.929 1.116 -2.647 0.06
H 0.542 0.669 -2.924 0.07
O -5.831 0.906 0.464 -0.06
H -6.433 0.779 1.207 0.03
H -5.875 0.131 -0.100 0.03

16
Properties=species:S:1:pos:R:3:lowdin_charge:R:1 method="wB97M-V/def2-TZVPD" relative_energy_kcal_mol=35.1 spin_multiplicity=2 homo_ev="1.29 / -5.30" s2=0.7506 total_charge=-1 orbital_gap_ev="2.29 / 9.26" e_lumo_ha="0.1314 / 0.1457"
C -0.313 -0.233 -2.218 -0.55
S -1.543 -0.524 -3.623 0.20
H -0.151 0.817 -2.392 -0.04
H 0.585 -0.866 -1.941 0.00
H -0.805 -0.344 -1.257 -0.02
C 0.444 -0.954 1.703 -0.31
N -0.457 0.146 1.418 -0.20
C 0.360 1.456 1.361 -0.23
H 1.131 -0.711 2.561 0.06
H 1.047 -1.124 0.857 0.01
H -0.125 -1.871 1.956 0.06
H -0.702 -1.189 -4.559 -0.17
H -1.208 0.223 2.087 0.06
H -0.324 2.274 1.227 0.03
H 0.986 1.548 2.303 0.05
H 1.074 1.352 0.518 0.04

16
Properties=species:S:1:pos:R:3:lowdin_charge:R:1 method="wB97M-V/def2-TZVPD" relative_energy_kcal_mol=16.7 spin_multiplicity=2 homo_ev="-14.43 / -14.24" s2=0.7532 total_charge=+1 orbital_gap_ev="11.50 / 6.73" e_lumo_ha="-0.1078 / -0.2758"
C -0.948 1.414 -1.586 -0.08
N -1.211 0.448 -0.512 -0.23
C -1.983 -0.676 -1.058 -0.08
H -0.487 2.317 -1.180 0.09
H -0.244 0.957 -2.301 0.10
H -1.886 1.662 -2.107 0.10
H -1.786 0.926 0.190 0.15
H -0.102 -0.024 0.189 -0.07
H -2.895 -0.251 -1.514 0.10
H -2.283 -1.373 -0.270 0.10
H -1.428 -1.227 -1.825 0.10
C 2.505 0.084 1.066 -0.36
S 0.852 -0.739 1.164 0.92
H 2.378 1.156 1.280 0.06
H 3.121 -0.350 1.866 0.04
H 3.008 -0.045 0.093 0.06